{"formula": "C7H13N", "method": "wB97M-V/def2-TZVPD", "elements": ["C", "C", "C", "C", "C", "N", "C", "C", "H", "H", "H", "H", "H", "H", "H", "H", "H", "H", "H", "H", "H"], "positions_angstrom": [[-1.105651, -0.674546, -1.320549], [-1.388222, 1.276675, 0.841353], [-0.694692, -1.835162, -2.199486], [0.465358, -0.076544, -0.431593], [-0.148038, 0.559968, 0.490029], [1.592896, -0.729094, -0.763339], [1.252360, 1.228882, 1.494946], [1.349716, 0.951270, 2.790610], [2.268015, -0.884811, -0.030345], [1.956816, -0.558805, -1.687929], [-1.870676, -0.987242, -0.610222], [-1.466819, 0.177377, -1.897585], [2.011976, 1.856292, 1.029175], [-1.478569, 1.428588, 1.915992], [-1.390693, 2.256225, 0.364003], [-2.317889, 0.770132, 0.580159], [-0.268702, -2.644413, -1.603975], [0.042913, -1.540082, -2.946548], [-1.562249, -2.250085, -2.722238], [0.618417, 0.318083, 3.283673], [2.133733, 1.357293, 3.423870]], "forces_ev_per_angstrom": [[2.9, 0.2, -0.1], [-0.8, -0.3, 0.0], [-0.4, -0.1, -0.1], [-6.4, -2.7, -3.7], [5.7, 3.8, 4.8], [0.8, -0.1, 0.3], [-2.5, -1.0, -0.4], [-0.1, 0.0, -0.3], [0.2, 0.2, -0.1], [0.1, -0.1, 0.2], [0.3, 0.2, 0.2], [0.0, 0.0, 0.0], [-0.3, -0.1, -0.3], [0.4, 0.1, 0.0], [0.0, 0.1, 0.0], [0.1, -0.1, -0.3], [0.1, 0.1, 0.0], [0.0, 0.0, 0.0], [0.1, 0.0, -0.1], [0.0, 0.0, 0.0], [0.1, -0.1, -0.1]], "e_lumo_ev": 0.95, "e_homo_ev": -8.06, "total_charge": 0, "homo_lumo_gap_ev": 9.009}



{"formula": "C7H13N", "method": "wB97M-V/def2-TZVPD", "elements": ["C", "C", "C", "C", "C", "C", "C", "N", "H", "H", "H", "H", "H", "H", "H", "H", "H", "H", "H", "H", "H"], "positions_angstrom": [[1.308379, 0.464419, -1.362340], [0.524447, -0.857794, -1.030827], [0.369869, -1.062458, 0.464235], [-0.706735, -0.260669, 1.053528], [-1.913686, 0.131862, 0.476028], [-2.802897, 1.033741, 0.948316], [1.669287, -1.246571, 1.271547], [0.431996, 1.609142, -1.543651], [1.931297, 0.314468, -2.240450], [1.924491, 0.437186, -0.455301], [1.185284, -1.643519, -1.384927], [-0.416052, -0.958039, -1.565385], [-0.559363, -0.092088, 2.125929], [-2.081654, -0.284237, -0.521434], [-2.627375, 1.511776, 1.910140], [-3.767746, 1.173517, 0.482599], [0.343264, -2.142483, 0.778103], [2.012207, -0.314514, 1.726017], [2.079412, -2.209003, 1.515836], [0.934286, 2.369565, -1.990984], [0.161289, 2.025698, -0.656979]], "forces_ev_per_angstrom": [[-0.9, -1.2, 1.1], [0.8, -0.2, -1.2], [0.1, -0.4, 0.3], [1.1, -1.2, 1.8], [0.1, 0.0, -2.1], [0.2, -0.8, 1.3], [-0.2, 2.8, 0.0], [0.2, 0.4, 0.3], [-0.1, 0.0, 0.0], [0.7, 1.1, -0.4], [-0.1, -0.3, -0.1], [-0.1, 0.1, -0.1], [-0.2, 0.4, -0.1], [-0.2, 0.2, 0.3], [0.0, 0.2, -0.2], [0.1, 0.3, -0.3], [-2.2, 0.0, -0.6], [0.4, -0.7, 0.3], [0.2, -0.1, -0.2], [0.0, -0.2, -0.3], [-0.1, -0.2, 0.0]], "e_lumo_ev": [-6.85, -6.70], "e_homo_ev": [-12.72, -13.01], "s2": 0.762, "total_charge": 1, "homo_lumo_gap_ev": [5.868, 6.311], "multiplicity": 2}



{"formula": "C7H13N2", "method": "wB97M-V/def2-TZVPD", "elements": ["C", "C", "C", "C", "C", "C", "C", "N", "N", "H", "H", "H", "H", "H", "H", "H", "H", "H", "H", "H", "H", "H"], "positions_angstrom": [[-1.808336, 0.411728, 0.155869], [1.668875, 0.041050, -1.397733], [2.458665, 0.239423, -0.493898], [-0.192651, -0.045530, 1.256109], [-1.864600, 0.619058, -1.299570], [3.343096, 0.776144, 0.451659], [-1.147919, -2.191301, 0.426358], [-1.126133, -0.782231, 0.736233], [-0.827757, 1.138662, 0.915112], [1.182642, -0.083174, -2.247854], [-2.892979, 0.499525, 0.457884], [0.555317, -0.420817, 1.883516], [-2.133989, 1.688132, -1.263140], [-2.650647, -0.088707, -1.689165], [-1.010703, 0.606078, -1.950439], [4.203080, 1.013875, -0.019750], [2.904325, 1.722365, 0.875066], [3.591916, 0.133613, 1.287745], [-0.299829, -2.660102, 0.904328], [-2.133396, -2.624236, 0.809882], [-1.143252, -2.161788, -0.693783], [-0.675731, 2.168223, 0.895574]], "forces_ev_per_angstrom": [[-1.0, -1.3, 0.9], [3.2, 0.6, 4.4], [-2.8, -0.7, -2.7], [-3.1, 2.1, -0.7], [-1.1, 0.2, -0.8], [-1.8, 0.9, 3.2], [-2.2, 0.3, -0.7], [0.1, -0.7, -0.5], [1.5, 1.4, 0.7], [-2.0, -0.7, -3.2], [1.3, -0.1, 0.5], [1.5, 0.3, 0.7], [-0.8, -0.3, -0.9], [0.5, 1.3, 0.0], [0.8, -0.5, 0.3], [3.0, 0.9, -1.4], [0.5, -0.8, -0.3], [0.0, -0.3, 0.1], [0.2, -0.3, -0.2], [1.5, 0.4, -0.6], [0.2, -1.0, 0.9], [0.4, -1.6, 0.3]], "e_lumo_ev": -3.46, "e_homo_ev": -13.40, "total_charge": 1, "homo_lumo_gap_ev": 9.943}



{"formula": "C7H13N2", "method": "wB97M-V/def2-TZVPD", "elements": ["C", "C", "C", "C", "C", "C", "C", "N", "N", "H", "H", "H", "H", "H", "H", "H", "H", "H", "H", "H", "H", "H"], "positions_angstrom": [[-2.365546, -0.187891, -0.082985], [-0.168713, 0.262721, -0.877588], [-1.018723, 1.237968, -0.198777], [-3.423799, -1.124046, 0.284949], [1.611869, 0.723506, 0.825318], [1.847353, -1.183804, -0.653224], [1.307920, 0.261508, -0.560990], [-1.013770, -0.198660, 0.256332], [-2.407361, 1.025120, -0.600596], [-0.415192, -0.125348, -1.864782], [1.083630, 2.880845, 1.200300], [-3.623618, -1.056273, 1.356768], [-3.108254, -2.147284, 0.082301], [-4.338418, -0.891328, -0.256074], [2.673411, 0.733703, 1.059502], [1.006117, 0.234761, 1.582230], [1.282262, 1.945159, 0.972118], [2.930264, -1.205210, -0.551098], [1.582298, -1.591594, -1.626906], [1.400428, -1.805794, 0.118687], [1.820851, 0.871092, -1.310448], [-3.149356, 1.646217, -0.876850]], "forces_ev_per_angstrom": [[-0.5, 0.8, 0.1], [2.0, 0.5, -0.5], [-0.7, -1.7, -0.9], [0.0, -0.3, -0.5], [-0.2, 1.0, 0.4], [-0.3, 0.2, -0.6], [0.4, -1.0, 0.2], [-0.2, 0.4, 0.9], [-0.2, 0.1, 0.8], [-0.3, 0.2, 0.0], [-0.1, 0.4, 0.0], [0.2, 0.1, 0.1], [0.0, 0.0, 0.0], [0.0, 0.0, 0.0], [-0.1, -0.1, 0.0], [0.2, -0.1, 0.1], [0.2, -0.5, 0.0], [0.0, 0.1, 0.0], [0.1, -0.3, -0.1], [0.0, 0.0, 0.1], [-0.2, 0.1, 0.0], [-0.1, 0.1, -0.1]], "e_lumo_ev": [-4.64, -6.91], "e_homo_ev": [-11.35, -15.44], "s2": 2.015, "total_charge": 1, "homo_lumo_gap_ev": [6.717, 8.530], "multiplicity": 3}



{"formula": "C7H13N2", "method": "wB97M-V/def2-TZVPD", "elements": ["C", "C", "C", "C", "C", "C", "C", "N", "N", "H", "H", "H", "H", "H", "H", "H", "H", "H", "H", "H", "H", "H"], "positions_angstrom": [[2.261573, -0.218900, -0.903881], [1.604495, -1.428230, -0.566620], [1.501150, 0.887071, -1.030769], [0.294609, -1.474936, -0.148251], [-0.081662, 0.928042, -0.894801], [-1.925262, -0.533577, 0.152602], [-0.204192, -0.116376, 1.705594], [-0.549468, 2.085834, -0.390929], [-0.474463, -0.283743, 0.213913], [3.283182, -0.175249, -1.076520], [2.021965, -2.322539, -0.561756], [1.958556, 1.762718, -1.220438], [-0.053467, -2.480149, 0.077580], [-0.669041, 0.552210, -1.696667], [-2.468192, 0.369906, 0.334749], [-2.382246, -0.885281, -0.785374], [-2.146654, -1.237232, 0.943670], [-0.882390, 0.551002, 2.194292], [-0.323606, -1.110060, 2.148838], [0.740984, 0.296077, 1.726100], [-1.470296, 2.444328, -0.555906], [-0.035574, 2.389084, 0.334573]], "forces_ev_per_angstrom": [[-1.6, -5.8, 1.2], [2.2, 6.2, -1.1], [-5.4, 0.7, 0.5], [-2.8, -0.3, 0.3], [2.4, -0.9, 1.3], [-1.0, -0.6, -0.5], [-0.9, -0.2, -1.0], [-1.5, -0.1, -2.5], [0.0, -2.1, -0.2], [1.7, -0.1, -0.4], [2.5, -3.7, -0.1], [1.1, 3.2, -0.6], [-0.9, 0.5, 0.1], [-0.1, -0.3, -1.0], [0.0, 0.7, 0.5], [1.0, -0.2, 0.0], [-0.3, -0.2, 0.0], [-0.7, 0.5, -0.1], [0.4, 0.3, 0.0], [2.3, 0.4, 0.7], [0.0, 0.0, 0.0], [1.7, 2.0, 2.9]], "e_lumo_ev": [-2.56, -6.48], "e_homo_ev": [-10.39, -14.33], "s2": 2.007, "total_charge": 1, "homo_lumo_gap_ev": [7.822, 7.854], "multiplicity": 3}



{"formula": "C7H13N2O2", "method": "wB97M-V/def2-TZVPD", "elements": ["C", "N", "C", "C", "C", "N", "C", "C", "C", "O", "O", "H", "H", "H", "H", "H", "H", "H", "H", "H", "H", "H", "H", "H"], "positions_angstrom": [[-3.485787, -1.095283, -0.275663], [-2.523215, -0.107232, -0.159723], [-2.630712, 1.150264, 0.179930], [-1.310235, 1.689469, 0.283851], [-0.437808, 0.608449, -0.033368], [0.853686, 0.557265, -0.280252], [1.708279, 1.755120, -0.008380], [1.477186, -0.751563, -0.557766], [2.543311, -1.432150, 0.328421], [3.727429, -0.626163, 0.548489], [-1.262033, -0.592506, -0.178563], [-3.391879, -1.841358, -1.079187], [-3.690374, -1.574256, 0.620137], [-4.513333, -0.641288, -0.425046], [-3.625555, 1.609817, 0.359611], [-1.125087, 2.683473, 0.817678], [1.362942, 2.225609, 0.963772], [2.678306, 1.335602, -0.010999], [1.477276, 2.464504, -0.866750], [2.096940, -0.548723, -1.511791], [0.754198, -1.543531, -0.750847], [2.640720, -2.438958, -0.137222], [2.228090, -1.650278, 1.351445], [4.447659, -1.236282, 0.822225]], "forces_ev_per_angstrom": [[-4.0, -0.6, -1.6], [-0.4, 0.1, -0.1], [1.8, 1.0, 0.3], [-1.0, 0.3, 1.1], [-1.7, -0.3, 0.3], [-0.6, -1.3, 1.5], [-2.8, 0.7, -0.6], [2.5, 0.2, -2.0], [-0.3, 0.4, 1.6], [0.0, -1.2, -0.9], [2.6, 2.9, -0.3], [0.6, 0.6, 0.2], [0.4, -1.3, 2.0], [1.3, 0.0, -0.3], [1.0, -0.4, -0.3], [0.1, -1.7, -1.4], [0.9, -0.6, -1.1], [1.2, 0.3, 0.2], [0.8, -0.6, 1.1], [-1.2, -0.5, 1.0], [-0.3, 0.5, -0.2], [0.7, 0.8, -0.1], [-0.8, 0.0, -0.1], [-0.6, 0.7, -0.3]], "e_lumo_ev": -3.39, "smiles": "Cn1cc/c(=[N+](\\C)CCO)o1", "e_homo_ev": -12.60, "total_charge": 1, "homo_lumo_gap_ev": 9.219}



Calculated energy relative to the best compared isomer or geometry (same formula, charge and spin) (eV), listed in the same order as above: 4.308 3.914 4.776 4.063 1.097 3.135